C21H14F9N2OPdS | the ωB97M-V functional and the def2-TZVPD basis

The value obtained for the maximum force is 1.66 eV Å⁻¹. As for the net charge: -1. For the orbital gap, the calculation gives 7.69 eV.

XYZ file:
```
49
Properties=species:S:1:pos:R:3:forces:R:3:lowdin_charge:R:1
Pd -0.614776 -0.271537 -1.509137 -0.50 -0.79 -1.23 0.723
N 1.529887 -0.313555 -1.013579 -1.12 0.63 1.06 0.029
C 2.326998 0.830871 -1.201812 0.05 -0.36 -0.24 -0.242
C 3.671481 0.665685 -1.532359 -0.02 0.01 0.04 -0.046
C 4.492856 1.751027 -1.772173 -0.01 0.01 0.00 -0.111
C 3.956895 3.027636 -1.697423 0.02 -0.03 0.00 -0.108
C 2.619095 3.184162 -1.377850 -0.04 0.00 0.01 -0.046
C 1.763243 2.109381 -1.104343 0.16 0.07 -0.07 -0.113
C 0.329994 2.410798 -0.815885 0.00 0.12 -0.17 -0.185
C 0.084095 3.613599 -0.138956 0.08 0.00 0.02 -0.077
C -1.184156 4.141234 -0.007228 -0.03 0.01 -0.01 -0.111
C -2.244589 3.472141 -0.597188 -0.01 0.02 0.04 -0.110
C -2.024761 2.251034 -1.209738 0.03 -0.34 -0.14 -0.147
C -0.760801 1.644611 -1.289633 0.33 0.95 0.49 -0.228
H 2.024831 -1.193110 -1.013931 0.14 0.07 -0.29 0.093
H 0.997775 -0.286828 -0.084387 0.66 -0.12 0.05 0.054
H 4.066105 -0.342682 -1.592497 0.01 0.00 0.00 0.103
H 5.534889 1.598622 -2.024726 0.00 0.00 0.00 0.093
H 4.565603 3.898447 -1.905418 0.01 -0.01 0.00 0.091
H 2.203792 4.182807 -1.376105 -0.02 0.00 0.01 0.104
H 0.916156 4.137477 0.315684 0.01 0.00 0.00 0.103
H -1.336234 5.060675 0.544654 -0.02 0.00 -0.01 0.092
H -3.251252 3.869638 -0.538965 0.00 0.01 -0.02 0.093
H -2.871659 1.715837 -1.616209 -0.07 0.06 0.08 0.022
S -2.803531 -0.759093 -2.315014 0.14 0.02 0.05 0.603
C -2.314654 -2.337598 -1.792130 0.05 0.00 0.02 -0.766
C -3.117479 -3.466676 -1.583212 0.00 0.08 -0.05 -0.100
C -2.539317 -4.596523 -1.051719 0.07 -0.06 0.05 -0.087
C -1.183390 -4.600469 -0.716791 -0.06 -0.02 -0.03 -0.087
C -0.459269 -3.451464 -0.948302 -0.01 0.04 -0.16 -0.143
N -1.000826 -2.368384 -1.504177 0.08 -0.26 0.20 -0.096
H -4.172955 -3.414069 -1.811031 0.00 -0.01 0.00 0.098
H -3.142619 -5.477629 -0.867572 -0.01 0.00 -0.01 0.100
H -0.711037 -5.462057 -0.267456 -0.01 -0.01 0.00 0.095
H 0.589604 -3.379837 -0.687659 -0.01 -0.01 0.05 0.107
F -2.722876 -0.705521 1.963824 -0.02 0.04 -0.02 0.165
C -1.757444 -1.445876 2.509940 0.01 0.01 0.01 -0.539
F -2.070068 -1.604661 3.815881 0.01 0.00 0.04 0.137
F -1.833086 -2.659418 1.945310 0.02 -0.05 -0.01 0.150
C -0.348393 -0.808035 2.265701 0.01 0.04 -0.02 -0.358
O -0.121304 -0.718391 0.965561 0.06 -0.16 0.28 -0.166
C -0.305764 0.613337 2.925751 -0.01 -0.02 0.01 -0.539
F -0.474909 0.609768 4.267449 -0.01 -0.01 0.03 0.135
F 0.875249 1.200996 2.687578 0.05 0.01 0.00 0.153
F -1.247880 1.407382 2.416256 -0.03 0.02 -0.03 0.166
C 0.742005 -1.711449 2.940522 0.00 0.01 -0.02 -0.536
F 0.619438 -1.866964 4.272841 -0.02 0.00 0.04 0.140
F 1.967516 -1.210660 2.719821 0.03 0.03 0.00 0.148
F 0.737523 -2.944686 2.407820 -0.02 -0.03 -0.03 0.142
```
Forces are in eV/Å.